No. 1
Here is C7H10Cl3MnN2O6 as an isolated structure at a distorted geometry from the Open Molecules 2025 dataset. Energies are from ωB97M-V/def2-TZVPD.

```
29
Properties=species:S:1:pos:R:3
Mn -12.3680 40.1067 22.7681
Cl -11.1468 38.7113 19.3561
O -10.9520 39.4755 20.5861
O -11.4241 37.3496 19.6453
O -12.1524 39.2597 18.5358
O -9.9146 38.8496 18.6603
N -10.8738 39.0067 23.8558
C -10.4659 37.8137 23.2290
C -9.3937 37.0429 23.7411
C -8.7639 37.4475 24.9097
C -9.0554 38.6437 25.4860
C -10.1532 39.3172 25.0323
H -11.0272 37.4256 22.3919
H -9.0276 36.0992 23.3645
H -7.9182 36.8611 25.2372
H -8.5639 39.0354 26.3644
H -10.6198 40.1979 25.4483
C -12.5796 36.4143 16.3818
N -12.3816 35.4686 15.2917
O -11.4919 34.6656 15.4565
O -13.1050 35.5492 14.3215
H -13.3870 36.1204 17.0525
H -12.9087 37.3405 15.9106
H -11.6748 36.6808 16.9280
C -11.7615 40.4848 15.2607
Cl -13.5001 40.4995 15.6855
Cl -11.2997 41.9269 14.2739
H -11.2286 40.4910 16.2115
H -11.3425 39.5801 14.8202
```

Calculated values
Net charge = +1
Frontier orbital gap (spin up / spin down) = 4.3121 / 4.2204 eV
HOMO (spin up / spin down) = -12.21 / -12.21 eV
Spin multiplicity = 6
Strongest force on any atom = 4.24 eV/Å
LUMO energy (spin up / spin down) = -0.2903 / -0.2937 Eh

=====

No. 2
Here is a 2-piece molecular cluster, CF3O5PS overall at a distorted geometry from the Open Molecules 2025 dataset. Energies are from ωB97M-V/def2-TZVPD.

```
11
Properties=species:S:1:pos:R:3
C -3.3051 0.2877 0.0602
O 3.5464 0.5343 -0.3540
O 2.8300 -1.8333 0.4258
O 1.5185 0.3783 1.1443
O 0.5395 1.9305 -0.5101
O 1.1363 -0.4302 -1.1115
F -3.9757 -0.9098 -0.4157
F -2.0887 0.1284 -0.5903
F -3.0070 -0.2426 1.3548
P 2.5148 -0.4082 0.1234
S 0.2909 0.5648 -0.1270
```

Calculated values
Net charge = -2
Frontier orbital gap = 7.5398 eV
HOMO = -0.97 eV
Relative energy (zero: lowest compared OMol25 entry of this formula, charge and spin) = 0.436 eV
Strongest force on any atom = 2.70 eV/Å
LUMO energy = 0.2413 Eh

=====

No. 3
Here is a 3-piece molecular cluster, C37H60BBr2Cl2N5O9P overall at a distorted geometry from the Open Molecules 2025 dataset. Energies are from ωB97M-V/def2-TZVPD.

```
117
Properties=species:S:1:pos:R:3
C -5.4648 6.4024 -3.8653
C -6.6403 5.5820 -3.3435
O -6.2557 4.3825 -2.6781
C -5.7280 4.6184 -1.4207
N -5.7343 3.3665 -0.6803
C -4.8588 2.4147 -0.8213
N -3.7926 2.6556 -1.6867
O -4.0681 2.1695 -2.9799
C -3.2935 2.8634 -3.9235
O -3.6375 3.9025 -4.3455
C -2.0475 2.2012 -4.3168
C -1.9430 0.8140 -4.3924
C -0.7205 0.2390 -4.7035
C 0.4041 1.0229 -4.9442
C 0.2935 2.4093 -4.8802
C -0.9266 2.9944 -4.5650
C -2.4569 2.3589 -1.1764
C -2.4561 1.6661 0.1991
C -1.1214 0.9009 0.3433
O -0.6113 0.9183 1.6679
C 0.6207 0.2604 1.7292
C 1.7174 0.7927 1.0582
C 2.9730 0.1862 1.1181
C 4.1342 0.8190 0.3923
C 3.1275 -0.9793 1.8632
C 2.0195 -1.5111 2.5209
C 0.7582 -0.9160 2.4698
C -0.4198 -1.5091 3.2062
C -0.2868 -3.0049 3.4732
C -0.7807 -0.7306 4.4941
C -2.6416 2.7398 1.2918
Cl -4.1385 2.8193 2.2066
C -1.7503 3.6954 1.5607
C -0.4274 3.8841 0.8937
Cl -2.0702 4.8902 2.7579
C -3.6245 0.6074 0.1510
Br -3.3169 -0.5651 -1.4618
B -3.6479 -0.4439 1.4155
O -3.8905 -0.0744 2.7068
O -3.4050 -1.7372 1.1424
C -3.8063 -2.7110 2.1194
N -4.8994 1.2769 -0.1019
P -6.3909 0.5601 0.5177
O -7.4709 1.3329 -0.3972
Br -6.5295 -1.4733 -0.4030
H -5.7258 7.4492 -3.9678
H -5.1502 5.9970 -4.8184
H -4.5987 6.3343 -3.2152
H -7.2533 6.1996 -2.6818
H -7.2628 5.2796 -4.1749
H -6.3728 5.3087 -0.8711
H -4.7213 5.0291 -1.4277
H -6.4882 3.2383 -0.0200
H -2.7942 0.1883 -4.1830
H -0.6012 -0.8339 -4.7385
H 1.3609 0.5809 -5.1687
H 1.1419 3.0542 -5.0389
H -1.0160 4.0685 -4.5062
H -1.9205 3.2992 -1.1165
H -1.8773 1.7432 -1.8541
H -0.3982 1.4117 -0.2962
H -1.1673 -0.1272 -0.0135
H 1.6422 1.6914 0.4605
H 3.9828 0.7018 -0.6791
H 4.1124 1.8892 0.5802
H 5.0820 0.4100 0.7144
H 4.1035 -1.4338 1.9310
H 2.1865 -2.4069 3.0942
H -1.2681 -1.4174 2.5330
H 0.5506 -3.2061 4.1360
H -1.1832 -3.3759 3.9560
H -0.0951 -3.5402 2.5475
H -1.7043 -0.1845 4.3434
H -1.0003 -1.4488 5.2807
H 0.0098 -0.0667 4.8226
H -0.5086 4.2639 -0.1191
H 0.1190 4.6489 1.4345
H 0.1938 3.0033 0.9428
H -4.6686 0.4764 2.8366
H -3.1605 -2.6836 2.9866
H -3.7264 -3.6861 1.6534
H -4.8440 -2.5619 2.3943
H -7.3268 1.1731 -1.3461
C 7.6143 -2.1366 2.5600
C 7.0299 -2.0971 3.9690
C 7.8925 -2.8070 5.0215
O 7.8267 -4.2178 4.9867
C 8.6511 -4.8428 4.0200
N 5.6618 -2.6263 3.9312
H 7.4682 -3.1057 2.0839
H 7.1246 -1.3933 1.9295
H 8.6831 -1.9165 2.5678
H 6.9727 -1.0459 4.2671
H 7.5169 -2.5259 6.0088
H 8.9364 -2.4713 4.9697
H 9.5922 -4.3025 3.8843
H 8.1396 -4.9386 3.0592
H 8.8754 -5.8461 4.3802
H 5.2319 -2.4978 4.8432
H 5.7285 -3.6362 3.8305
C 2.4749 -2.6557 -4.1302
C 1.7287 -2.5451 -2.8038
C 2.4490 -3.2142 -1.6244
O 2.3641 -4.6231 -1.6022
C 3.2860 -5.3034 -2.4357
N 0.3657 -3.0587 -2.9813
H 2.3699 -3.6432 -4.5773
H 2.0753 -1.9382 -4.8483
H 3.5390 -2.4477 -4.0051
H 1.6542 -1.4796 -2.5602
H 1.9639 -2.8817 -0.7020
H 3.4975 -2.8925 -1.5670
H 4.2455 -4.7808 -2.4840
H 2.8890 -5.4390 -3.4443
H 3.4492 -6.2908 -2.0059
H -0.1642 -2.8839 -2.1313
H 0.4206 -4.0728 -3.0323
```

Calculated values
Net charge = +1
Frontier orbital gap = 6.8287 eV
HOMO = -10.61 eV
Relative energy (zero: lowest compared OMol25 entry of this formula, charge and spin) = 0.000 eV
Strongest force on any atom = 1.62 eV/Å
LUMO energy = -0.1388 Eh

=====

No. 4
Here is a 3-piece molecular cluster, C3H10O3S overall at a distorted geometry from the Open Molecules 2025 dataset. Energies are from ωB97M-V/def2-TZVPD.

```
17
Properties=species:S:1:pos:R:3
O 2.4467 1.1022 -0.1676
C 1.7192 0.5770 -1.0129
C 0.4059 -0.1412 -0.7253
C -0.4215 0.7607 0.1064
S -1.5547 -0.3106 1.1445
H 1.9088 0.7560 -2.1568
H 0.0207 -0.5707 -1.6258
H 0.8860 -1.0362 -0.0233
H -0.9490 1.7018 -0.2261
H 0.2571 1.2719 0.8973
H -2.5707 0.5001 0.7309
O 1.7990 0.3389 2.4961
H 2.4960 0.8160 2.0495
H 2.2266 -0.1926 3.2041
O -2.6491 -1.6629 -1.8412
H -2.6607 -1.6312 -0.8990
H -3.3601 -2.2791 -1.9509
```

Calculated values
SMILES = O=CCCS.O.O
Frontier orbital gap = 9.6877 eV
HOMO = -9.07 eV
Relative energy (zero: lowest compared OMol25 entry of this formula, charge and spin) = 1.392 eV
Strongest force on any atom = 4.29 eV/Å
LUMO energy = 0.0227 Eh

=====

No. 5
Here is C13H8FN2O4PdS2 as an isolated structure from the Open Molecules 2025 dataset. Energies are from ωB97M-V/def2-TZVPD.

```
31
Properties=species:S:1:pos:R:3
Pd 1.4571 -0.4160 0.8317
O 5.2840 -1.7142 1.2030
C 4.1281 -1.4264 0.9233
O 3.5181 -0.3264 1.1307
C 3.2818 -2.5019 0.2344
C 3.8449 -3.6701 -0.2486
C 3.0282 -4.6114 -0.8485
C 1.6660 -4.3573 -0.9316
C 1.1719 -3.1687 -0.4282
N 1.9688 -2.2575 0.1338
H 4.9105 -3.7970 -0.1224
H 3.4419 -5.5290 -1.2474
H 0.9852 -5.0613 -1.3893
H 0.1225 -2.9145 -0.4903
O -0.2423 3.6643 -2.0279
S -1.2257 2.6256 -1.9587
O -1.9727 2.3126 -3.1469
N -0.5801 1.2248 -1.3464
C -1.1659 0.8913 -0.2495
S -0.8430 -0.5494 0.6589
C -2.2191 1.8318 0.2429
C -2.9776 1.7638 1.3970
C -3.8726 2.7957 1.6530
C -3.9917 3.8748 0.7817
C -3.2217 3.9444 -0.3742
C -2.3523 2.9035 -0.6162
H -2.8495 0.9349 2.0798
H -4.4765 2.7694 2.5512
H -4.6841 4.6744 1.0128
H -3.2954 4.7835 -1.0532
F 1.1612 1.3063 1.6450
```

Calculated values
Net charge = -1
Frontier orbital gap = 7.9938 eV
HOMO = -5.56 eV
Relative energy (zero: lowest compared OMol25 entry of this formula, charge and spin) = 0.000 eV
Strongest force on any atom = 0.43 eV/Å
LUMO energy = 0.0896 Eh

=====

No. 6
Here is one molecule with the formula C22H23NO5 from the Open Molecules 2025 dataset. Energies are from ωB97M-V/def2-TZVPD.

```
51
Properties=species:S:1:pos:R:3
C 3.5416 -0.8067 -1.8888
C 2.7248 0.0978 -1.0284
C 2.2810 1.3297 -1.5026
C 1.4796 2.1387 -0.7246
C 1.1014 1.7382 0.5592
C 0.2299 2.6290 1.3564
O -0.2590 3.6434 0.9101
C 0.0464 2.2316 2.7903
C 1.0819 2.4817 3.6833
C 0.9337 2.1980 5.0297
C -0.2542 1.6610 5.5020
C -1.2892 1.4081 4.6237
C -1.1475 1.6848 3.2651
C -2.3016 1.3927 2.3802
O -3.4275 1.2376 2.7779
O -1.9472 1.2919 1.0848
C -3.0028 1.0935 0.1504
C -2.5757 0.2327 -1.0358
O -3.3973 -0.2972 -1.7537
N -1.2479 0.1601 -1.2211
C -0.6481 -0.5877 -2.2974
C -0.1411 -1.9687 -1.8303
C -1.2675 -3.0021 -1.7594
C -1.2516 -3.5819 -3.1726
C 0.2349 -3.5262 -3.5256
O 0.8085 -2.4755 -2.7563
C 1.5512 0.5082 1.0433
C 2.3495 -0.2951 0.2547
H 4.2506 -1.3778 -1.2941
H 2.8740 -1.5113 -2.3884
H 4.0796 -0.2468 -2.6494
H 2.5706 1.6530 -2.4921
H 1.1303 3.0942 -1.0873
H 2.0029 2.9106 3.3157
H 1.7460 2.4008 5.7116
H -0.3713 1.4440 6.5528
H -2.2260 0.9945 4.9650
H -3.8582 0.6261 0.6504
H -3.3237 2.0698 -0.2332
H -0.6382 0.6103 -0.5546
H 0.1972 -0.0236 -2.6988
H -1.4054 -0.7107 -3.0743
H 0.3719 -1.8382 -0.8687
H -1.0266 -3.7738 -1.0272
H -2.2194 -2.5454 -1.5030
H -1.8301 -2.9500 -3.8457
H -1.6450 -4.5942 -3.2193
H 0.7412 -4.4628 -3.2580
H 0.4147 -3.3220 -4.5847
H 1.2661 0.1816 2.0328
H 2.6928 -1.2462 0.6357
```

Calculated values
SMILES = Cc1ccc(C(=O)c2ccccc2C(=O)OCC(=O)NC[C@H]2CCCO2)cc1
Frontier orbital gap = 9.3380 eV
HOMO = -9.35 eV
Relative energy (zero: lowest compared OMol25 entry of this formula, charge and spin) = 0.171 eV
Strongest force on any atom = 0.82 eV/Å
LUMO energy = -0.0006 Eh

=====

No. 7
Here is C27H46BeCsF3K2N3O14PS2 as an isolated structure at a distorted geometry from the Open Molecules 2025 dataset. Energies are from ωB97M-V/def2-TZVPD.

```
100
Properties=species:S:1:pos:R:3
C -4.6573 -0.2864 -0.5690
O -3.3150 -0.3149 -0.2710
C -2.6868 -1.4053 -1.1032
C -2.6514 -1.1924 -2.5725
C -1.3166 -0.5831 -3.0136
C -1.2042 0.9421 -2.8348
C 0.3059 1.3760 -3.0822
C 0.7650 2.7700 -2.6329
C 0.6994 2.9803 -1.1238
C 1.7255 2.1984 -0.3064
C 1.0921 1.4619 0.8766
C 1.9845 1.2780 2.0996
C 3.0734 0.2102 2.0029
O 3.6510 0.1217 0.7233
C 3.2455 -0.9701 -0.0559
H -4.8858 -0.8286 -1.4723
H -5.2581 -0.6442 0.2759
H -4.9881 0.7365 -0.7458
H -1.6688 -1.4945 -0.7167
H -3.2062 -2.3285 -0.7905
H -3.4409 -0.4710 -2.8589
H -1.1420 -0.8075 -4.0716
H -0.5235 -1.0130 -2.4022
H -1.5248 1.1994 -1.8276
H -1.8419 1.4145 -3.5657
H 0.8708 0.5960 -2.5751
H 0.4868 1.2566 -4.1539
H 1.7534 3.0055 -3.0326
H 0.1101 3.5113 -3.0663
H -0.3170 2.7525 -0.7741
H 0.8295 4.0644 -0.9572
H 2.4209 2.9217 0.1351
H 2.3237 1.5418 -0.9341
H 0.6349 0.5193 0.5586
H 0.2671 2.1001 1.2136
H 1.3304 1.0057 2.9329
H 2.4211 2.2485 2.3530
H 3.8934 0.4793 2.6755
H 2.6895 -0.7612 2.3324
H 2.1551 -1.0414 -0.1138
H 3.6190 -1.9139 0.3572
H 3.6365 -0.8127 -1.0578
K -6.5929 -1.5595 -1.0295
C -6.4334 1.1362 -5.5099
C -7.2197 0.4622 -4.4922
N -7.8366 -0.0952 -3.7021
H -5.8315 0.4095 -6.0521
H -7.0890 1.6496 -6.2101
H -5.7735 1.8658 -5.0458
N -2.4210 4.7562 1.0863
C -2.5122 3.6664 1.8487
C -2.2341 3.6553 3.2087
C -1.8398 4.8402 3.8120
C -1.7420 5.9787 3.0298
C -2.0426 5.8857 1.6781
H -2.8135 2.7533 1.3438
H -2.3184 2.7395 3.7770
H -1.6045 4.8698 4.8670
H -1.4310 6.9230 3.4542
H -1.9693 6.7576 1.0377
O 6.1872 3.4434 -4.3955
P 4.8201 3.3311 -3.7363
O 5.0777 3.4760 -2.2393
O 4.1709 1.9902 -4.0470
O 3.8830 4.4397 -4.1941
C 0.0932 -3.7879 -2.9443
C 0.9958 -3.3437 -1.7942
C 1.1654 -4.6359 -1.0054
O 1.0989 -5.6914 -1.9689
C 0.6293 -5.1852 -3.2178
H 0.1369 -3.1393 -3.8168
H -0.9464 -3.8272 -2.6141
H 1.9604 -3.0078 -2.1811
H 0.5720 -2.5426 -1.1940
H 0.3582 -4.7697 -0.2771
H 2.1141 -4.7000 -0.4735
H 1.4678 -5.1594 -3.9229
H -0.1312 -5.8622 -3.6134
Be 2.1710 5.5125 -0.1969
K -1.7592 3.2111 -3.4843
N 0.6370 -7.0028 2.0398
S -0.5713 -7.6876 2.7715
O -1.3968 -6.8585 3.5647
O -0.3852 -9.0458 3.1939
F -1.5434 -7.9289 1.4393
S 1.7851 -6.5229 3.0704
O 2.6462 -5.6318 2.3953
O 2.2803 -7.5749 3.8795
F 0.9640 -5.6101 4.0622
C 3.9178 2.3793 6.7683
C 3.3747 1.3399 5.8037
O 2.0300 1.7569 5.6486
C 1.9828 3.1030 5.8523
O 1.0779 3.8017 5.5485
O 3.1246 3.5233 6.4388
F 3.4004 0.0905 6.3191
H 3.7263 2.0811 7.7997
H 4.9723 2.5967 6.6347
H 3.8588 1.3271 4.8262
Cs -1.3345 -10.0282 0.5263
```

Calculated values
Frontier orbital gap = 3.8664 eV
HOMO = -5.71 eV
Strongest force on any atom = 4.26 eV/Å
LUMO energy = -0.0679 Eh

=====

No. 8
Here is one molecule with the formula C10H22 from the Open Molecules 2025 dataset. Energies are from ωB97M-V/def2-TZVPD.

```
32
Properties=species:S:1:pos:R:3
C 2.4630 1.0941 0.5179
C 1.4647 -0.0272 0.1775
C 2.1517 -0.9339 -0.8613
C 0.0000 0.4720 -0.2294
C -0.1043 0.6043 -1.7746
C -0.2492 1.9170 0.2994
C -1.1457 -0.5193 0.3443
C -0.9966 -1.9690 -0.1725
C -1.1259 -0.6031 1.8944
C -2.5731 -0.0614 -0.0547
H 2.1352 1.6726 1.3875
H 3.4410 0.6735 0.7800
H 2.6104 1.7733 -0.3270
H 1.3838 -0.6202 1.0925
H 3.0614 -1.3741 -0.4364
H 1.5187 -1.7621 -1.1847
H 2.4539 -0.3696 -1.7497
H -1.0443 1.0748 -2.0810
H 0.7002 1.2384 -2.1661
H -0.0425 -0.3587 -2.2879
H -0.1459 1.9901 1.3846
H -1.2429 2.2882 0.0313
H 0.4528 2.6317 -0.1463
H -1.8101 -2.6027 0.2025
H -0.0669 -2.4308 0.1715
H -1.0328 -2.0236 -1.2641
H -1.1098 0.3808 2.3684
H -2.0200 -1.1162 2.2697
H -0.2685 -1.1723 2.2666
H -2.8245 0.9191 0.3589
H -3.3289 -0.7586 0.3285
H -2.7047 -0.0270 -1.1400
```

Calculated values
SMILES = CC(C)C(C)(C)C(C)(C)C
Frontier orbital gap = 11.2646 eV
HOMO = -10.42 eV
Relative energy (zero: lowest compared OMol25 entry of this formula, charge and spin) = 0.306 eV
Strongest force on any atom = 0.30 eV/Å
LUMO energy = 0.0311 Eh

=====

No. 9
Here is a 2-piece molecular cluster, C5H11NO overall at a distorted geometry from the Open Molecules 2025 dataset. Energies are from ωB97M-V/def2-TZVPD.

```
18
Properties=species:S:1:pos:R:3
C 3.0821 0.4385 -0.4761
N 0.5913 0.3597 -0.3682
C 0.4381 0.0409 0.7968
O 0.4898 -0.2379 1.9395
C -1.0666 -0.0019 -0.3143
C -1.4445 -1.4651 -0.1135
C -1.9774 0.9769 0.3969
H 3.3617 1.3809 -0.9864
H 3.6851 -0.4162 -0.7338
H 3.0535 0.5005 0.6222
H 2.1408 0.0212 -0.8266
H -1.0176 0.2660 -1.3454
H -1.5095 -1.7704 0.9383
H -0.7396 -2.1418 -0.6027
H -2.4285 -1.5736 -0.5784
H -2.9645 0.8960 -0.0718
H -2.0539 0.7165 1.4546
H -1.6403 2.0099 0.2688
```

Calculated values
Frontier orbital gap = 10.9625 eV
HOMO = -10.15 eV
Relative energy (zero: lowest compared OMol25 entry of this formula, charge and spin) = 3.130 eV
Strongest force on any atom = 3.17 eV/Å
LUMO energy = 0.0299 Eh